# C26H23N5O6S3SiW

C26H23N5O6S3SiW as an isolated structure (ωB97M-V/def2-TZVPD, the OMol25 dataset).

Each line ends with the natural charge from an NBO analysis.
Atoms and positions in Å:
W  -1.6110  -0.3219  -1.1470  0.93
N  -2.1723  0.5792  -3.2090  -0.58
N  -1.7211  -0.2020  -4.2943  -0.52
C  -1.3165  -1.5103  -3.9420  0.89
O  -1.1362  -2.3413  -4.7896  -0.60
O  -1.0927  -1.6303  -2.6615  -0.76
H  -3.1884  0.5112  -3.1029  0.43
H  -1.9075  1.5445  -3.3828  0.41
H  -2.3214  -0.1739  -5.1079  0.40
C  0.6718  -1.3297  5.8861  -0.64
C  0.4263  -1.6691  4.4433  0.03
C  1.4459  -1.5768  3.4995  -0.21
C  1.2095  -1.8579  2.1641  -0.20
C  -0.0661  -2.2370  1.7742  -0.29
C  -1.0964  -2.3561  2.6955  -0.17
C  -0.8417  -2.0705  4.0238  -0.21
S  -0.3620  -2.5825  0.0776  2.35
O  0.3280  -1.4174  -0.6404  -0.95
O  0.1140  -3.8770  -0.2668  -0.86
N  -1.8545  -2.2266  -0.2342  -0.96
C  -2.8408  -3.1151  -0.8529  -0.34
C  -3.7365  -2.2924  -1.7879  0.79
O  -4.5739  -2.8339  -2.4575  -0.58
O  -3.5106  -0.9893  -1.7726  -0.81
H  1.7064  -1.0365  6.0550  0.22
H  0.4492  -2.1829  6.5283  0.23
H  0.0262  -0.5079  6.1999  0.23
H  2.4355  -1.2659  3.8100  0.22
H  2.0047  -1.7677  1.4350  0.23
H  -2.0912  -2.6291  2.3713  0.24
H  -1.6459  -2.1387  4.7459  0.23
H  -3.4795  -3.5734  -0.0972  0.23
H  -2.3606  -3.8979  -1.4388  0.25
S  -2.8309  0.0101  1.0142  0.08
C  -2.5617  1.6491  1.4813  -0.25
C  -2.7328  1.9710  2.8658  0.26
N  -2.8267  2.1910  3.9902  -0.27
C  -2.1537  2.5777  0.5900  -0.32
S  -1.9953  2.1407  -1.0923  0.05
C  -1.8380  3.9218  0.9463  0.25
N  -1.5860  5.0087  1.2265  -0.27
C  2.0597  3.6535  2.1506  -0.16
C  2.4682  3.8247  0.8348  -0.21
C  2.0854  2.9085  -0.1323  -0.17
C  1.2726  1.8158  0.1959  -0.62
C  0.8667  1.6663  1.5270  -0.18
C  1.2668  2.5689  2.4991  -0.21
Si  0.6020  0.7369  -1.1564  1.71
C  1.8977  0.5237  -2.4589  -0.54
C  3.2428  0.4501  -2.0749  -0.18
C  4.2298  0.2011  -3.0144  -0.22
C  3.8882  0.0353  -4.3500  -0.17
C  2.5610  0.1091  -4.7468  -0.20
C  1.5713  0.3425  -3.8049  -0.19
H  2.3502  4.3738  2.9042  0.22
H  3.0757  4.6770  0.5609  0.22
H  2.4066  3.0573  -1.1564  0.22
H  0.2320  0.8359  1.8196  0.22
H  0.9400  2.4366  3.5227  0.23
H  -0.6591  0.3857  0.0701  -0.03
H  3.5183  0.5789  -1.0354  0.22
H  5.2650  0.1353  -2.7063  0.22
H  4.6603  -0.1603  -5.0830  0.22
H  2.2937  -0.0314  -5.7857  0.22
H  0.5392  0.3809  -4.1254  0.22

Atomic forces in eV per Å
-0.605 -0.062 -0.629
0.065 0.035 0.038
-0.034 -0.112 -0.002
0.163 0.093 0.009
-0.093 -0.011 0.014
0.117 -0.018 0.004
0.018 0.020 0.003
0.004 0.004 0.021
-0.015 -0.002 0.021
-0.008 -0.002 -0.002
-0.026 -0.007 -0.003
0.003 0.017 -0.013
0.037 -0.014 0.008
-0.051 -0.063 0.012
-0.011 0.022 -0.005
0.031 0.007 0.031
0.108 0.070 -0.012
0.044 -0.045 0.080
-0.007 -0.018 -0.034
0.095 -0.037 0.016
0.015 0.009 0.041
0.019 -0.032 0.077
-0.080 0.034 0.035
0.144 0.052 0.045
0.000 0.001 0.001
0.000 0.000 -0.004
0.004 0.001 0.003
0.000 -0.002 0.000
0.001 -0.002 -0.006
0.016 -0.007 -0.002
-0.002 0.001 -0.002
-0.001 -0.021 -0.014
0.000 -0.001 -0.009
-0.023 0.048 0.062
0.030 -0.038 -0.073
0.019 0.017 0.044
-0.017 -0.006 -0.003
0.063 0.001 -0.012
0.078 0.048 0.022
-0.118 0.038 0.048
0.056 -0.012 -0.028
0.000 0.003 -0.023
-0.019 -0.028 0.025
0.030 -0.011 -0.007
-0.042 0.029 -0.083
0.002 -0.023 0.048
0.000 -0.001 0.006
0.084 0.114 0.133
-0.063 -0.053 0.011
-0.014 0.014 -0.014
0.000 0.012 0.011
0.004 -0.015 -0.006
-0.006 0.005 0.007
0.026 0.012 0.017
0.000 -0.003 0.000
-0.001 -0.002 -0.001
0.009 -0.017 -0.012
0.004 -0.010 -0.010
0.001 0.005 -0.004
-0.046 -0.049 0.116
0.007 0.022 0.020
-0.001 -0.001 0.001
-0.001 0.004 0.000
-0.001 0.004 0.001
-0.015 -0.018 -0.020

Summary:
Total charge   0
LUMO   -1.2 eV
Gap between HOMO and LUMO   7.281 eV
DFT total energy   -3280.9774 Eh

# C26H23N5PdSe

C26H23N5PdSe as an isolated structure (ωB97M-V/def2-TZVPD, the OMol25 dataset).

Each line ends with the natural charge from an NBO analysis.
Atoms and positions in Å:
Pd  -0.7885  -1.0152  0.3142  0.71
C  -3.7388  4.6909  2.9386  -0.62
C  -2.8627  3.7427  2.1651  -0.05
C  -1.4825  3.9284  2.0793  -0.19
C  -0.6761  3.0292  1.4141  -0.23
C  -1.2001  1.9009  0.7619  0.15
N  -0.3948  0.9720  0.1409  -0.67
C  0.6881  1.3843  -0.6048  0.15
C  0.6255  2.4858  -1.4745  -0.23
C  1.6979  2.8620  -2.2555  -0.19
C  2.8947  2.1446  -2.2419  -0.05
C  4.0480  2.5186  -3.1335  -0.62
C  2.9701  1.0527  -1.3946  -0.22
C  1.9054  0.6963  -0.5732  0.14
N  2.1125  -0.3472  0.3749  -0.16
C  3.2691  -0.6099  1.0140  -0.01
C  3.0906  -1.7414  1.7707  -0.33
C  1.7670  -2.1191  1.5375  0.01
N  1.1880  -1.2887  0.6786  -0.27
C  -2.5897  1.7459  0.8243  0.14
C  -3.3939  2.6307  1.5353  -0.22
N  -3.2304  0.7047  0.0905  -0.16
C  -4.4390  0.7908  -0.4996  -0.01
C  -4.7550  -0.4448  -1.0093  -0.34
C  -3.6611  -1.2507  -0.6889  0.00
N  -2.7519  -0.5552  -0.0132  -0.27
H  -3.2707  5.6711  3.0255  0.22
H  -3.9250  4.3239  3.9505  0.22
H  -4.7068  4.8219  2.4539  0.21
H  -1.0289  4.7808  2.5720  0.21
H  0.3959  3.1790  1.3874  0.22
H  -0.3025  3.0413  -1.5245  0.22
H  1.5969  3.7159  -2.9157  0.21
H  3.9953  3.5689  -3.4190  0.22
H  4.0483  1.9274  -4.0521  0.22
H  5.0042  2.3526  -2.6363  0.21
H  3.8761  0.4588  -1.3672  0.21
H  4.1165  0.0421  0.8997  0.23
H  3.8049  -2.2163  2.4186  0.24
H  1.2079  -2.9370  1.9450  0.24
H  -4.4590  2.4406  1.5963  0.21
H  -4.9668  1.7271  -0.5286  0.23
H  -5.6382  -0.7216  -1.5558  0.24
H  -3.4755  -2.2885  -0.9070  0.25
Se  -1.4598  -3.3588  0.3885  -0.21
C  0.0826  -4.3867  -0.0928  -0.20
C  0.7303  -4.2029  -1.3114  -0.24
C  1.8227  -4.9867  -1.6530  -0.21
C  2.2751  -5.9738  -0.7872  -0.23
C  1.6263  -6.1733  0.4225  -0.23
C  0.5384  -5.3827  0.7696  -0.20
H  0.3753  -3.4357  -1.9877  0.22
H  2.3195  -4.8291  -2.6022  0.21
H  3.1250  -6.5874  -1.0571  0.21
H  1.9681  -6.9439  1.1023  0.21
H  0.0315  -5.5352  1.7148  0.21

Atomic forces in eV per Å
-0.169 0.174 -0.164
0.008 -0.016 0.021
0.024 0.022 -0.019
-0.031 -0.018 0.017
0.010 0.002 -0.029
0.043 0.042 0.001
0.040 -0.031 0.034
-0.030 0.086 0.027
-0.040 -0.002 0.022
0.027 -0.038 -0.011
-0.022 0.032 0.018
-0.012 -0.015 -0.017
-0.010 -0.041 -0.012
0.037 -0.008 -0.020
-0.022 -0.131 -0.190
-0.024 0.037 0.055
-0.021 -0.018 0.047
0.033 0.047 -0.098
0.045 0.069 0.171
0.006 -0.011 0.008
-0.006 -0.034 0.016
-0.018 -0.001 0.137
0.009 0.014 -0.042
0.028 0.011 0.003
-0.065 0.024 0.031
0.039 -0.063 -0.202
-0.002 0.002 -0.002
0.005 -0.001 -0.001
-0.002 -0.001 0.002
-0.005 0.013 -0.018
0.004 0.005 -0.010
-0.001 0.009 0.010
0.010 0.012 0.017
0.003 0.001 0.002
-0.005 0.001 0.001
0.002 -0.003 -0.002
0.005 -0.011 0.008
0.000 0.004 -0.013
0.001 -0.008 -0.011
-0.128 -0.140 0.027
-0.005 -0.007 -0.005
0.003 0.009 0.007
-0.003 -0.005 0.007
0.007 0.020 -0.041
0.198 -0.089 0.224
-0.010 -0.047 0.033
0.050 0.052 0.010
0.000 0.031 0.026
0.019 -0.020 -0.005
-0.012 0.024 0.002
-0.026 0.018 -0.045
-0.004 0.000 -0.015
0.001 0.001 -0.005
0.002 0.000 -0.001
-0.001 -0.003 -0.002
0.015 0.000 -0.002

Summary:
Total charge   0
LUMO   0.5 eV
Gap between HOMO and LUMO   7.491 eV
DFT total energy   -3807.6908 Eh

# C26H23N6O2S3Sm

C26H23N6O2S3Sm as an isolated structure at a distorted geometry (ωB97M-V/def2-TZVPD, the OMol25 dataset).

Each line ends with the natural charge from an NBO analysis.
Atoms and positions in Å:
Sm  11.0982  11.6168  7.9827  1.85
C  7.3275  7.0401  7.2801  -0.76
S  8.7989  7.1541  6.2716  0.43
C  9.5751  8.6260  6.6431  -0.09
S  8.6922  10.0385  7.1126  -0.28
N  10.9267  8.4610  6.5533  -0.36
N  11.6952  9.4591  7.1099  -0.36
C  13.0444  9.2927  6.9024  0.02
C  13.9634  10.2865  7.2334  0.14
C  15.2575  10.2929  6.6370  -0.19
C  16.1214  11.3170  6.9749  -0.12
C  15.7329  12.2933  7.9138  -0.24
C  14.4118  12.2649  8.4327  0.06
N  13.5212  11.3508  7.9852  -0.59
H  7.3505  6.0220  7.6555  0.25
H  6.4362  7.0964  6.6609  0.24
H  7.3603  7.8231  8.0553  0.25
H  13.3258  8.3471  6.3940  0.25
H  15.5463  9.4762  5.9662  0.26
H  17.1093  11.3158  6.5668  0.25
H  16.3922  13.0878  8.2318  0.25
H  14.0971  12.9361  9.2743  0.22
O  14.1292  9.0710  15.4839  -0.65
C  14.4003  8.8283  14.1559  0.76
O  15.2244  7.9908  13.8384  -0.52
C  13.6114  9.5935  13.1557  -0.15
C  13.6199  9.0115  11.8813  -0.13
C  12.7382  9.5395  10.9088  -0.22
C  11.8691  10.6247  11.1858  0.16
C  12.0159  11.2438  12.4487  -0.23
C  12.8881  10.7520  13.4039  -0.18
N  10.9336  11.0997  10.2880  -0.58
C  9.7466  11.4451  10.7772  0.17
C  8.9138  12.3982  10.1663  0.08
C  7.6550  12.7666  10.6874  -0.14
C  7.0008  13.9445  10.2531  -0.11
C  7.4882  14.5100  9.0343  -0.19
C  8.6698  14.0212  8.4462  0.08
N  9.3586  12.9831  8.9830  -0.56
H  13.3086  9.5542  15.5976  0.48
H  14.1236  8.0617  11.7194  0.27
H  12.7028  9.1471  9.8810  0.22
H  11.2725  11.9866  12.7319  0.21
H  12.8925  11.2238  14.3707  0.23
H  9.3982  10.9949  11.7099  0.23
H  7.3064  12.2226  11.5612  0.25
H  6.2579  14.4831  10.8709  0.27
H  6.9725  15.3422  8.5322  0.26
H  9.0380  14.4738  7.5404  0.24
S  11.7479  13.6257  5.9679  -0.26
C  12.5663  14.9140  6.7091  0.11
N  13.5299  15.4849  5.9174  -0.48
C  14.2005  16.6257  6.2716  0.09
C  13.8686  17.2257  7.4434  -0.27
C  12.9868  16.5885  8.3176  -0.09
C  12.4283  15.3797  8.0429  -0.28
H  13.6480  15.1061  4.9937  0.45
H  14.9253  17.0055  5.5505  0.25
H  14.3234  18.2004  7.6697  0.27
H  12.8794  17.0830  9.2858  0.25
H  11.7734  14.8031  8.6885  0.23

Atomic forces in eV per Å
-0.578 -0.537 -1.939
-0.359 0.529 -0.097
0.412 -0.930 -0.742
1.726 0.553 0.915
1.253 0.364 0.365
-0.533 1.091 0.959
2.298 -1.185 -1.689
-4.762 -2.066 -0.587
1.602 2.477 -0.270
-0.837 -0.269 0.867
-0.588 0.299 0.659
-1.378 -0.192 0.245
1.049 -0.345 -0.588
0.907 -0.636 0.876
0.129 0.057 0.444
-0.062 0.405 0.047
-0.232 -0.592 -0.242
-0.019 0.833 0.250
-0.099 0.392 0.333
0.439 0.176 -0.207
0.172 -0.161 0.049
0.187 -0.449 -1.147
0.565 -0.439 -1.182
1.236 -1.208 1.301
-1.317 1.533 0.549
0.437 -0.349 -0.844
-1.959 0.672 -0.662
0.218 0.331 -0.528
2.182 -1.382 2.132
-1.002 -0.424 -0.401
-0.392 -0.398 -0.174
-2.552 1.568 0.692
2.523 -2.075 0.253
-2.589 2.104 -3.006
0.913 0.604 0.742
1.295 0.202 -1.382
-0.370 -0.157 0.982
-0.667 -1.432 1.244
-0.621 1.173 1.133
-0.188 0.185 0.002
0.205 0.423 -0.053
0.023 -0.230 0.619
0.493 0.350 -0.067
0.139 0.125 0.220
0.229 0.231 0.044
-0.050 0.212 -0.019
0.093 -0.843 -0.700
0.331 -0.322 0.531
0.232 -0.135 -0.215
-0.645 -0.617 0.284
1.101 -0.558 -0.206
-0.299 1.065 1.231
-0.475 -0.483 -0.634
0.756 0.931 -0.397
0.585 0.644 1.462
-0.411 -0.238 -1.487
0.052 -0.231 -0.272
-0.248 -0.096 0.268
-0.268 -0.652 0.101
-0.329 -0.330 -0.187
0.044 0.432 0.127

Summary:
Expectation value of S²   8.761
Multiplicity   6
Total charge   +2
LUMO (alpha / beta)   -7.5 / -7.5 eV
Gap between HOMO and LUMO (alpha / beta)   5.061 / 5.071 eV
DFT total energy   -3335.6319 Eh